No. 1
{
  "formula": "C31H38N3NiO2P2Si2",
  "method": "ωB97M-V with the def2-TZVPD basis set",
  "spin_multiplicity": 3,
  "de_lowest_ev": 0.000,
  "gap_ev": [6.9895, 6.8953],
  "total_charge": -1,
  "e_homo_ev": [-4.22, -4.13],
  "fmax_ev_per_a": 2.09,
  "symbols": ["Ni", "C", "Si", "C", "C", "N", "P", "C", "P", "N", "Si", "C", "C", "C", "C", "C", "C", "C", "C", "C", "C", "C", "C", "C", "C", "C", "C", "C", "C", "C", "C", "C", "C", "C", "C", "C", "C", "C", "H", "H", "H", "H", "H", "H", "H", "H", "H", "H", "H", "H", "H", "H", "H", "H", "H", "H", "H", "H", "H", "H", "H", "H", "H", "H", "H", "H", "H", "H", "H", "H", "H", "H", "H", "H", "H", "H", "O", "N", "O"],
  "coordinates": [[-0.545, 1.499, 0.524], [-0.081, 1.868, 4.568], [-1.141, 0.567, 3.749], [-1.071, -1.006, 4.771], [-2.938, 1.095, 3.739], [-0.577, 0.364, 2.138], [0.005, -0.904, 1.322], [0.366, -0.811, -0.302], [0.461, 0.307, -1.536], [0.017, 1.850, -1.341], [-0.598, 3.013, -2.455], [-2.463, 2.947, -2.576], [0.099, 2.765, -4.181], [-0.026, 4.683, -1.836], [2.216, 0.305, -2.091], [2.972, 1.473, -2.034], [4.332, 1.452, -2.336], [4.942, 0.263, -2.705], [4.196, -0.911, -2.755], [2.846, -0.891, -2.438], [-0.449, -0.418, -2.964], [0.095, -0.664, -4.220], [-0.686, -1.209, -5.235], [-2.022, -1.498, -5.008], [-2.580, -1.244, -3.759], [-1.796, -0.716, -2.745], [1.528, -1.470, 2.200], [1.594, -2.449, 3.187], [2.791, -2.716, 3.848], [3.934, -1.998, 3.537], [3.881, -1.014, 2.554], [2.691, -0.758, 1.893], [-1.198, -2.290, 1.461], [-0.847, -3.636, 1.469], [-1.826, -4.623, 1.474], [-3.169, -4.277, 1.445], [-3.531, -2.935, 1.400], [-2.553, -1.952, 1.413], [-0.470, 2.177, 5.544], [-0.023, 2.747, 3.921], [0.935, 1.483, 4.707], [-1.632, -0.869, 5.702], [-0.043, -1.272, 5.031], [-1.517, -1.844, 4.228], [-3.236, 1.510, 4.709], [-3.579, 0.232, 3.531], [-3.123, 1.846, 2.970], [-2.771, 2.112, -3.212], [-2.872, 3.871, -3.001], [-2.900, 2.804, -1.585], [-0.411, 1.950, -4.699], [1.167, 2.522, -4.141], [-0.020, 3.675, -4.779], [-0.116, 4.727, -0.749], [-0.603, 5.510, -2.265], [1.027, 4.837, -2.094], [2.482, 2.395, -1.744], [4.914, 2.365, -2.282], [5.997, 0.248, -2.954], [4.674, -1.843, -3.033], [2.269, -1.809, -2.432], [1.134, -0.423, -4.412], [-0.249, -1.403, -6.208], [-2.631, -1.920, -5.800], [-3.624, -1.471, -3.574], [-2.217, -0.538, -1.761], [0.706, -3.010, 3.452], [2.822, -3.484, 4.612], [4.864, -2.202, 4.057], [4.774, -0.456, 2.298], [2.650, -0.007, 1.110], [0.200, -3.917, 1.446], [-1.539, -5.669, 1.492], [-3.931, -5.048, 1.456], [-4.578, -2.659, 1.348], [-2.830, -0.904, 1.390], [-0.509, 3.443, 1.406], [-1.743, 3.602, 1.338], [-2.315, 2.627, 0.799]],
  "mulliken_charge": [-0.48, -1.04, -0.11, -1.03, -0.97, 0.55, 1.37, -1.49, 1.95, 0.12, 0.13, -1.03, -1.13, -1.01, 0.27, -0.48, -0.72, -0.46, -0.80, -0.39, 0.45, -0.25, -0.60, -0.50, -0.66, -0.66, 0.34, -0.12, -0.89, -0.50, -0.72, -0.69, 0.43, -0.37, -0.76, -0.52, -0.99, -0.37, 0.33, 0.26, 0.28, 0.48, 0.26, 0.25, 0.39, 0.26, 0.24, 0.26, 0.38, 0.22, 0.24, 0.29, 0.44, 0.26, 0.34, 0.27, 0.36, 0.41, 0.38, 0.40, 0.51, 0.38, 0.39, 0.37, 0.41, 0.31, 0.56, 0.40, 0.35, 0.43, 0.25, 0.52, 0.40, 0.38, 0.41, 0.44, -0.40, 0.38, -0.39]
}

---

No. 2
{
  "formula": "C31H38N5NiO3P2",
  "method": "ωB97M-V with the def2-TZVPD basis set",
  "spin_multiplicity": 3,
  "de_lowest_ev": 0.027,
  "gap_ev": [8.9475, 9.0405],
  "total_charge": 1,
  "e_homo_ev": [-11.18, -11.27],
  "fmax_ev_per_a": 0.20,
  "symbols": ["Ni", "C", "C", "N", "C", "C", "N", "C", "C", "N", "H", "H", "H", "H", "H", "H", "H", "H", "H", "H", "H", "H", "H", "H", "H", "C", "N", "P", "C", "C", "C", "C", "C", "C", "C", "C", "C", "C", "C", "C", "P", "C", "C", "C", "C", "C", "C", "C", "C", "C", "C", "C", "C", "H", "H", "H", "H", "H", "H", "H", "H", "H", "H", "H", "H", "H", "H", "H", "H", "H", "H", "H", "H", "H", "H", "H", "O", "N", "O", "O"],
  "coordinates": [[0.427, 0.174, 1.525], [1.444, 1.301, 3.957], [1.401, -0.187, 4.304], [1.050, -1.032, 3.138], [0.068, -2.094, 3.419], [-1.303, -1.814, 2.767], [-1.454, -0.382, 2.455], [-1.653, 0.442, 3.667], [-0.975, 1.800, 3.537], [0.386, 1.675, 3.001], [2.391, 1.540, 3.479], [1.376, 1.889, 4.877], [0.677, -0.369, 5.096], [2.375, -0.477, 4.700], [1.915, -1.397, 2.748], [-0.043, -2.216, 4.498], [0.444, -3.045, 3.045], [-2.104, -2.164, 3.425], [-1.392, -2.360, 1.829], [-2.256, -0.274, 1.846], [-1.253, -0.105, 4.518], [-2.716, 0.588, 3.871], [-0.986, 2.308, 4.507], [-1.546, 2.412, 2.838], [0.659, 2.544, 2.557], [-2.495, -0.472, -0.823], [-1.080, -0.216, -1.170], [-0.467, 1.329, -0.599], [0.644, 1.888, -1.914], [0.270, 1.811, -3.256], [1.098, 2.324, -4.237], [2.306, 2.918, -3.886], [2.684, 2.992, -2.556], [1.855, 2.478, -1.566], [-1.862, 2.483, -0.762], [-2.737, 2.483, -1.850], [-3.730, 3.442, -1.944], [-3.851, 4.423, -0.967], [-2.974, 4.446, 0.105], [-1.987, 3.474, 0.206], [0.086, -1.337, -0.504], [-0.628, -2.984, -0.790], [-1.440, -3.287, -1.884], [-1.846, -4.593, -2.105], [-1.434, -5.608, -1.251], [-0.613, -5.318, -0.173], [-0.215, -4.008, 0.057], [1.438, -1.337, -1.705], [1.200, -1.278, -3.077], [2.259, -1.347, -3.963], [3.559, -1.486, -3.485], [3.797, -1.566, -2.123], [2.734, -1.492, -1.231], [-3.136, -0.272, -1.680], [-2.854, 0.167, -0.010], [-2.638, -1.512, -0.534], [-0.657, 1.327, -3.534], [0.807, 2.258, -5.277], [2.954, 3.316, -4.656], [3.630, 3.439, -2.281], [2.170, 2.505, -0.532], [-2.640, 1.738, -2.628], [-4.408, 3.432, -2.787], [-4.625, 5.175, -1.049], [-3.053, 5.218, 0.858], [-1.288, 3.506, 1.034], [-1.752, -2.505, -2.564], [-2.479, -4.821, -2.953], [-1.750, -6.627, -1.432], [-0.278, -6.109, 0.485], [0.446, -3.788, 0.888], [0.190, -1.156, -3.448], [2.077, -1.288, -5.028], [4.386, -1.534, -4.182], [4.805, -1.676, -1.747], [2.921, -1.568, -0.169], [4.394, 1.088, 0.869], [3.448, 0.457, 1.274], [3.564, -0.611, 1.898], [2.262, 0.923, 1.038]],
  "mulliken_charge": [1.91, -1.05, -0.79, -0.46, -0.93, -0.45, -0.13, -0.76, -0.71, -0.16, 0.35, 0.54, 0.47, 0.47, 0.45, 0.41, 0.46, 0.56, 0.16, 0.16, 0.38, 0.57, 0.38, 0.15, 0.33, -1.66, 0.78, -0.29, 1.13, -0.44, -0.83, -0.62, -0.80, -0.30, 1.14, -0.26, -0.89, -0.62, -0.79, -0.71, -0.17, 1.05, -0.26, -0.74, -0.65, -0.72, -0.62, 0.70, -0.43, -0.66, -0.65, -0.73, -0.54, 0.22, 0.49, 0.59, 0.21, 0.44, 0.42, 0.48, 0.27, 0.29, 0.45, 0.40, 0.46, 0.34, 0.32, 0.45, 0.41, 0.46, 0.35, 0.23, 0.45, 0.41, 0.49, 0.43, -0.73, 1.08, -0.72, -0.44]
}

---

No. 3
{
  "formula": "C31H38N5NiO3P2",
  "method": "ωB97M-V with the def2-TZVPD basis set",
  "spin_multiplicity": 3,
  "de_lowest_ev": 0.000,
  "gap_ev": [8.9282, 9.0639],
  "total_charge": 1,
  "e_homo_ev": [-11.15, -11.27],
  "fmax_ev_per_a": 0.32,
  "symbols": ["Ni", "C", "C", "N", "C", "C", "N", "C", "C", "N", "H", "H", "H", "H", "H", "H", "H", "H", "H", "H", "H", "H", "H", "H", "H", "C", "N", "P", "C", "C", "C", "C", "C", "C", "C", "C", "C", "C", "C", "C", "P", "C", "C", "C", "C", "C", "C", "C", "C", "C", "C", "C", "C", "H", "H", "H", "H", "H", "H", "H", "H", "H", "H", "H", "H", "H", "H", "H", "H", "H", "H", "H", "H", "H", "H", "H", "O", "N", "O", "O"],
  "coordinates": [[0.419, 0.177, 1.510], [1.449, 1.282, 3.946], [1.362, -0.202, 4.300], [0.994, -1.041, 3.134], [-0.022, -2.072, 3.408], [-1.378, -1.756, 2.737], [-1.484, -0.321, 2.420], [-1.671, 0.515, 3.627], [-0.951, 1.852, 3.497], [0.412, 1.684, 2.979], [2.408, 1.489, 3.474], [1.391, 1.878, 4.863], [0.630, -0.361, 5.090], [2.326, -0.518, 4.701], [1.852, -1.434, 2.754], [-0.149, -2.188, 4.486], [0.331, -3.035, 3.041], [-2.196, -2.081, 3.387], [-1.468, -2.305, 1.800], [-2.274, -0.188, 1.800], [-1.292, -0.039, 4.483], [-2.731, 0.690, 3.821], [-0.959, 2.366, 4.464], [-1.495, 2.478, 2.788], [0.716, 2.541, 2.532], [-2.483, -0.546, -0.825], [-1.075, -0.236, -1.155], [-0.476, 1.323, -0.605], [0.597, 1.888, -1.951], [0.143, 1.895, -3.271], [0.951, 2.381, -4.280], [2.222, 2.864, -3.981], [2.677, 2.859, -2.673], [1.865, 2.375, -1.653], [-1.876, 2.476, -0.733], [-2.812, 2.460, -1.769], [-3.794, 3.434, -1.836], [-3.844, 4.445, -0.884], [-2.907, 4.483, 0.135], [-1.930, 3.499, 0.209], [0.120, -1.330, -0.493], [-0.561, -2.990, -0.778], [-1.317, -3.315, -1.904], [-1.708, -4.625, -2.122], [-1.334, -5.624, -1.230], [-0.568, -5.312, -0.119], [-0.186, -3.996, 0.107], [1.479, -1.296, -1.684], [1.265, -1.132, -3.050], [2.338, -1.167, -3.923], [3.624, -1.379, -3.438], [3.837, -1.564, -2.082], [2.764, -1.521, -1.202], [-3.114, -0.452, -1.708], [-2.897, 0.129, -0.072], [-2.578, -1.568, -0.463], [-0.836, 1.500, -3.512], [0.597, 2.382, -5.303], [2.855, 3.241, -4.773], [3.669, 3.222, -2.439], [2.238, 2.340, -0.639], [-2.773, 1.694, -2.530], [-4.518, 3.412, -2.640], [-4.610, 5.207, -0.944], [-2.930, 5.278, 0.868], [-1.183, 3.545, 0.994], [-1.596, -2.546, -2.614], [-2.297, -4.872, -2.995], [-1.637, -6.648, -1.408], [-0.264, -6.089, 0.570], [0.430, -3.756, 0.967], [0.265, -0.951, -3.423], [2.175, -1.023, -4.983], [4.461, -1.400, -4.124], [4.836, -1.727, -1.700], [2.934, -1.669, -0.142], [4.433, 0.767, 0.901], [3.418, 0.241, 1.294], [3.400, -0.831, 1.924], [2.290, 0.819, 1.042]],
  "mulliken_charge": [1.86, -1.07, -0.80, -0.41, -0.92, -0.48, -0.08, -0.77, -0.69, -0.24, 0.39, 0.54, 0.48, 0.46, 0.48, 0.40, 0.48, 0.57, 0.19, 0.15, 0.36, 0.58, 0.40, 0.13, 0.34, -1.67, 0.76, -0.39, 1.10, -0.57, -0.86, -0.60, -0.77, -0.21, 1.32, -0.25, -0.92, -0.64, -0.81, -0.84, -0.04, 0.99, -0.35, -0.71, -0.69, -0.70, -0.57, 0.91, -0.39, -0.63, -0.69, -0.73, -0.81, 0.19, 0.57, 0.57, 0.24, 0.43, 0.42, 0.48, 0.27, 0.31, 0.45, 0.41, 0.46, 0.40, 0.31, 0.45, 0.40, 0.47, 0.32, 0.24, 0.45, 0.42, 0.50, 0.47, -0.72, 1.11, -0.75, -0.48]
}

---

The records above yield calculated total energy values of -116708.6961 -105970.9623 -105970.9889 eV, respectively.